Below is a molecular structure, C33H43ClN3O2Si3V, with properties calculated with ωB97M-V/def2-TZVPD.

Each line ends with the Mulliken charge.
Geometry (Å):
V: -0.30077 -0.37201 0.15085  0.2210
C: 1.97130 1.84999 2.12380  -1.0962
Si: 0.85686 2.62253 0.80525  0.5396
C: 1.73684 4.27766 0.41669  -1.2313
C: -0.72989 3.18090 1.67472  -0.7149
C: 0.52526 1.63374 -0.71744  1.4245
Si: 1.97040 1.40387 -1.84635  0.7610
C: 3.65514 1.24894 -0.98445  -1.1110
C: 2.20243 2.92600 -2.98269  -1.2755
C: 1.85598 -0.02996 -3.05976  -0.7468
Si: -0.92790 2.22425 -1.63188  -0.8279
C: -1.19217 4.07816 -1.95894  -1.2765
C: -1.22045 1.38852 -3.30373  -1.2323
C: -2.47184 1.70426 -0.63512  -0.0687
C: -3.71632 2.33669 -0.63845  -0.8067
C: -4.75721 1.82020 0.11135  -0.4497
C: -4.53656 0.66588 0.85106  -1.3040
C: -3.28569 0.08045 0.80424  -0.5364
N: -2.28155 0.58633 0.08215  1.7829
H: 1.65621 2.21623 3.10586  0.4658
H: 3.01817 2.13105 1.98970  0.4924
H: 1.88654 0.76355 2.13397  -0.0396
H: 1.89804 4.84329 1.34093  0.3538
H: 1.15450 4.90194 -0.26644  0.2593
H: 2.71579 4.10495 -0.03978  0.2776
H: -0.45650 3.78880 2.54366  0.4902
H: -1.29186 2.31637 2.02586  -0.2837
H: -1.38247 3.78387 1.03775  0.2132
H: 3.62320 1.46256 0.07949  0.0394
H: 4.38060 1.92480 -1.44800  0.4288
H: 4.02019 0.22597 -1.10242  0.3059
H: 2.39239 3.83277 -2.40265  0.2696
H: 1.33618 3.11252 -3.62190  0.2345
H: 3.06375 2.75616 -3.63851  0.3627
H: 1.51942 -0.95441 -2.58112  -0.1393
H: 2.85708 -0.19103 -3.47761  0.4611
H: 1.18447 0.17700 -3.89414  0.3451
H: -0.30664 4.50786 -2.43178  0.2977
H: -1.37383 4.63324 -1.03609  0.3337
H: -2.03995 4.23675 -2.63273  0.3954
H: -0.49508 1.68444 -4.06267  0.3869
H: -2.21584 1.66970 -3.66407  0.3308
H: -1.17736 0.30289 -3.20323  0.2114
H: -3.85125 3.23980 -1.22234  0.3737
H: -5.72587 2.30768 0.12467  0.3916
H: -5.31562 0.21544 1.45147  0.4406
H: -3.05009 -0.82153 1.35706  0.6130
C: -3.81952 -2.40082 -1.47119  -0.9746
C: -3.60556 -3.64843 -0.82164  -0.6559
C: -2.31978 -4.05005 -0.59805  -0.7880
C: -1.22541 -3.24248 -1.00742  0.1191
N: -1.45432 -1.89662 -1.33932  0.0863
C: -2.72565 -1.58850 -1.64264  -0.2442
C: 0.06920 -3.81673 -1.21999  1.0046
C: 0.47743 -5.02962 -0.60051  -0.8660
C: 1.70312 -5.56724 -0.88561  -0.3559
C: 2.54513 -4.91816 -1.79759  -0.8260
C: 2.07626 -3.73502 -2.34727  -0.1544
N: 0.89916 -3.19011 -2.08910  -0.2865
H: -4.80587 -2.04336 -1.73462  0.4056
H: -4.43556 -4.28865 -0.54276  0.3482
H: -2.13630 -5.02794 -0.17568  0.1685
H: -2.88855 -0.58201 -2.01269  0.1513
H: -0.14617 -5.49285 0.14973  0.2932
H: 2.02922 -6.46783 -0.37679  0.3390
H: 3.53390 -5.28735 -2.03482  0.3691
H: 2.70106 -3.17892 -3.04741  0.4141
Cl: 4.61586 -3.46848 1.06614  -0.2768
C: 3.71100 -2.10918 0.32050  -0.3171
C: 2.19666 -2.11175 0.60071  0.1053
O: 1.70563 -2.91758 1.37253  -0.7160
O: 1.64613 -1.17522 -0.05877  0.3019
H: 3.88152 -2.16119 -0.75056  0.1672
H: 4.14628 -1.19414 0.71523  0.3089
C: -0.40442 -0.40522 1.89348  -1.1143
C: -0.44858 -0.46132 3.31618  1.2185
C: -1.38362 0.28385 4.07320  -0.2400
C: -1.40574 0.23159 5.45777  -0.7185
C: -0.50448 -0.56449 6.15487  -0.4369
C: 0.41905 -1.31817 5.42964  -0.6151
C: 0.45116 -1.27659 4.04855  -0.3735
H: -2.09759 0.90956 3.54938  0.2560
H: -2.13697 0.82291 6.00098  0.3465
H: -0.52102 -0.60073 7.23848  0.3417
H: 1.12574 -1.95312 5.95460  0.3815
H: 1.15357 -1.87712 3.48624  0.4705

Calculated values
E_LUMO (spin up / spin down) = 4.38 / 4.38 eV
Net charge = -2
Expectation value of S² = 2.4868
Multiplicity = 3

---

Below is a molecular structure, C33H44BaBrNO2P2, with properties calculated with ωB97M-V/def2-TZVPD.

Each line ends with the Mulliken charge.
Geometry (Å):
Ba: 1.30211 0.86230 0.26286  1.7888
C: -3.14531 0.60546 -3.08945  -1.5647
C: -1.70733 1.01003 -2.77802  1.3595
C: -1.05994 1.76319 -3.93880  -1.6074
P: -1.40574 1.89704 -1.17000  -0.4184
C: -1.80521 3.69530 -1.42877  0.5134
C: -3.04114 4.17734 -2.19211  -1.6407
C: -1.69398 4.40570 -0.07846  -1.4630
C: -2.61258 1.14252 -0.03309  0.8604
C: -3.92294 1.61981 0.00598  0.6021
C: -4.93251 1.02483 0.74628  0.2809
C: -6.32065 1.60121 0.79398  -1.7328
C: -4.59249 -0.13716 1.43109  -1.1131
C: -3.30925 -0.64219 1.41916  -0.7610
C: -2.25138 -0.01319 0.72051  -0.3396
N: -0.97310 -0.48966 0.65411  -0.1281
C: -0.53591 -1.57957 1.38442  -0.6072
C: -0.83252 -1.75954 2.74924  -0.9140
C: -0.42572 -2.87452 3.45282  -0.6810
C: 0.30697 -3.88339 2.83713  0.0406
C: 0.71202 -5.13316 3.56922  -1.5920
C: 0.67050 -3.68424 1.51341  -0.4137
C: 0.32329 -2.54507 0.78018  1.0315
P: 0.89974 -2.29157 -0.94066  0.5075
C: 2.60989 -3.00504 -1.18794  0.8832
C: 3.12170 -4.26246 -0.48426  -1.8505
C: 3.62766 -1.87900 -0.97239  -1.6798
C: -0.23829 -3.32348 -1.98323  0.2699
C: -1.68006 -2.95293 -1.62726  -1.3405
C: -0.03969 -4.83300 -1.90290  -1.4729
H: -3.16196 -0.02689 -3.98078  0.4784
H: -3.58878 0.04554 -2.26683  0.3588
H: -3.78484 1.46549 -3.28705  0.2814
H: -1.13518 0.08536 -2.62911  -0.5096
H: -1.60609 2.67869 -4.17541  0.2641
H: -0.02528 2.04099 -3.72135  0.3707
H: -1.05583 1.14433 -4.83811  0.4707
H: -0.93611 3.99549 -2.02730  0.4320
H: -3.93795 4.16725 -1.57497  0.3516
H: -2.88277 5.21520 -2.49503  0.4663
H: -3.24120 3.60000 -3.09163  0.2586
H: -2.48524 4.07743 0.59839  0.2194
H: -0.73543 4.21358 0.40801  0.3414
H: -1.79165 5.48508 -0.21119  0.4516
H: -4.18106 2.47942 -0.59449  0.0315
H: -6.55585 2.14691 -0.12130  0.3621
H: -7.07096 0.81861 0.91488  0.3875
H: -6.44126 2.29793 1.62772  0.3256
H: -5.35751 -0.67179 1.98508  0.3619
H: -3.11952 -1.56767 1.94247  0.4809
H: -1.40798 -0.99133 3.24927  0.6805
H: -0.69405 -2.96845 4.49940  0.3518
H: 0.25448 -5.17877 4.55725  0.3671
H: 0.40728 -6.02809 3.02296  0.3549
H: 1.79451 -5.18774 3.70409  0.3135
H: 1.23175 -4.46784 1.02796  0.7134
H: 2.57437 -3.22080 -2.26451  0.3602
H: 3.24569 -4.09353 0.58525  0.4145
H: 2.47591 -5.12821 -0.62184  0.3043
H: 4.10573 -4.51481 -0.88622  0.4784
H: 3.64968 -1.56101 0.07667  0.3089
H: 4.63782 -2.22667 -1.19917  0.5155
H: 3.43122 -0.99898 -1.58655  0.2780
H: -0.03687 -2.98678 -3.00612  0.5350
H: -1.93097 -3.31959 -0.62978  0.2763
H: -1.84198 -1.87434 -1.62210  -0.0965
H: -2.37020 -3.40923 -2.33973  0.5812
H: -0.21728 -5.18604 -0.88444  0.2362
H: -0.75132 -5.34228 -2.55696  0.4636
H: 0.96187 -5.13871 -2.20406  0.3436
Br: 8.84531 3.33556 1.13855  -0.2078
C: 7.09378 3.70596 1.76113  -0.0201
C: 6.90770 4.69133 2.71766  -0.3498
C: 5.62419 4.95728 3.17293  -0.5479
C: 4.54333 4.24408 2.67909  -0.4152
C: 4.74384 3.26093 1.71906  0.2941
C: 6.02472 2.98984 1.25470  -0.2973
C: 3.57443 2.47360 1.17506  1.1234
O: 2.43577 2.69918 1.66397  -1.0297
O: 3.80121 1.63279 0.26788  -0.9664
H: 7.75468 5.24274 3.10219  0.3984
H: 5.47800 5.72686 3.91945  0.3850
H: 3.53736 4.43301 3.02675  0.3887
H: 6.16237 2.22354 0.50513  0.4614

Calculated values
Relative energy (zero: lowest compared OMol25 entry of this formula, charge and spin) = 14.44 kJ/mol
E_LUMO = 0.12 eV

---

The calculation returns the following DFT total energy values, one per record and in order: -3870.80614 -4771.44290 a.u..
The calculation returns the following F_max values, one per record and in order: 0.5 0.7 eV/Å.